Entry 1:
ORCA calculation (ωB97M-V/def2-TZVPD) on C3H5NO2 in the gas phase at a distorted geometry.

ORCA input file:
```
! wB97M-V def2-TZVPD RIJCOSX def2/J DEFGRID3
* xyz 0 1
C 0.3871 1.1297 -0.1973
C -0.2278 -0.2420 0.0458
C -1.6776 -0.2699 0.2463
H -0.4057 1.9301 -0.2984
H 1.0563 1.3120 0.6571
H 1.0583 1.2596 -1.0379
H -2.0914 0.7985 0.9142
H 2.0958 -2.1333 -0.0556
N 0.4105 -1.3615 0.1640
O -2.4044 -1.2434 -0.3413
O 1.7990 -1.1800 -0.0970
*
```

Values from the calculation:
HOMO: -10.173 eV
Gap between HOMO and LUMO: 9.731 eV
SMILES string: C/C(C=O)=N\O

=====

Entry 2:
ORCA calculation (ωB97M-V/def2-TZVPD) on a molecular structure, C6H10N at a distorted geometry.

ORCA input file:
```
! wB97M-V def2-TZVPD RIJCOSX def2/J DEFGRID3
* xyz 1 3
C 0.1902 -1.5370 -0.9036
C -0.3630 1.0129 -0.7353
C -1.5962 0.0823 0.8149
C 0.2576 -0.3772 -0.2802
C -1.2673 -1.0688 0.2378
C 1.0167 -0.2186 1.0201
N -1.4489 1.2978 0.1997
H -0.2324 -1.7049 -1.8723
H 0.7517 -2.2921 -0.3880
H 0.4763 1.6907 -0.6551
H -0.7288 1.0993 -1.8059
H -1.3050 -2.0051 0.9825
H -2.2601 -0.1165 1.6389
H 1.8143 0.4436 0.8555
H 1.3191 -1.1984 1.4226
H 0.2346 0.1680 1.7636
H -1.6208 2.0998 0.6937
*
```

Values from the calculation:
HOMO (alpha / beta): -10.533 / -15.670 eV
Gap between HOMO and LUMO (alpha / beta): 6.845 / 8.626 eV

=====

Entry 3:
ORCA calculation (ωB97M-V/def2-TZVPD) on a gas-phase ion, C3H10N5 (charge +1) at a distorted geometry.

ORCA input file:
```
! wB97M-V def2-TZVPD RIJCOSX def2/J DEFGRID3
* xyz 1 1
C 1.4817 0.0008 0.0751
C -0.8790 -0.4212 0.3016
C -1.6024 -1.3281 1.1812
N 0.3969 -0.7015 0.1633
N 1.5701 1.3623 0.2008
N 2.5333 -0.7123 -0.1821
N -1.5669 0.4010 -0.4524
N -1.0723 1.2795 -1.3670
H -2.6632 -1.6187 0.8328
H -1.6625 -0.9589 2.1231
H -1.0094 -2.2238 1.1177
H 2.4861 1.6851 0.0240
H 2.4643 -1.6986 -0.1258
H 3.3734 -0.2801 0.1460
H -2.5743 0.3880 -0.1736
H -0.3358 0.9641 -2.0083
H 0.8148 1.9004 -0.1117
H -1.7548 1.9618 -1.7447
*
```

Values from the calculation:
HOMO: -13.267 eV
Gap between HOMO and LUMO: 10.161 eV
SMILES string: C/C(N=C(N)N)=[NH+]/N

=====

Entry 4:
ORCA calculation (ωB97M-V/def2-TZVPD) on 2 unconnected molecules or ions with the total composition C4H10NO at a distorted geometry.

ORCA input file:
```
! wB97M-V def2-TZVPD RIJCOSX def2/J DEFGRID3
* xyz 1 1
C -1.4152 -0.1375 -1.0799
C -1.0768 0.3288 0.2454
C 1.3448 -2.1932 -0.6759
C -0.9510 2.5814 1.1783
N 0.0408 0.3164 -0.7522
O -1.5536 1.5465 0.7867
H -1.3874 -1.2254 -1.1929
H -1.8910 0.5187 -1.8276
H 1.1997 -2.5309 -1.6809
H 0.5293 -1.8672 -0.0385
H 1.8136 -3.0044 -0.2099
H -1.5605 3.2765 1.8814
H 0.0607 2.8008 0.9345
H 2.0555 -1.3883 -0.8550
H 0.8266 -0.4157 -0.5231
H 0.4403 1.2435 -1.0250
*
```

Values from the calculation:
HOMO (alpha / beta): -12.950 / -12.971 eV
Gap between HOMO and LUMO (alpha / beta): 7.830 / 7.873 eV

=====

Entry 5:
ORCA calculation (ωB97M-V/def2-TZVPD) on C4H4N2O2 in the gas phase at a distorted geometry.

ORCA input file:
```
! wB97M-V def2-TZVPD RIJCOSX def2/J DEFGRID3
* xyz 0 1
C 1.0176 -0.6641 -0.0032
C -1.2801 -0.3885 -0.0085
C -0.6389 0.9061 -0.3260
C 0.8166 0.7872 -0.3914
H -0.4193 -2.2120 0.4081
H -1.1282 1.7983 -0.7558
H 0.3578 0.6153 1.4171
H 1.4249 1.0854 -1.1262
N -0.1866 -1.2315 0.4554
N 0.3296 1.4389 0.6870
O 2.1035 -1.2652 -0.1890
O -2.3968 -0.8698 -0.1674
*
```

Values from the calculation:
HOMO: -10.464 eV
Gap between HOMO and LUMO: 10.871 eV
SMILES string: O=C1NC(=O)[C@@H]2N[C@H]12

=====

Entry 6:
ORCA calculation (ωB97M-V/def2-TZVPD) on a molecular structure, C11H23N2O5P2Yb at a distorted geometry.

ORCA input file:
```
! wB97M-V def2-TZVPD RIJCOSX def2/J DEFGRID3
* xyz 2 2
Yb -0.4822 -0.2412 1.4463
P -2.1621 1.7282 -0.3683
C -2.1635 0.3016 -1.5473
C -0.8140 -0.2164 -2.0174
N 0.1429 -0.3533 -1.0720
C 1.3702 -0.7266 -1.4916
C 1.6150 -1.1195 -2.8077
C 0.5958 -1.0860 -3.7530
C -0.6527 -0.6165 -3.3496
C 2.5363 -0.7353 -0.5161
P 2.2569 -0.8202 1.3014
H -1.5157 -0.5609 -4.0068
H 2.6228 -1.4577 -3.0452
H 0.7552 -1.4338 -4.7652
H 3.1933 -1.5766 -0.7904
H 3.1015 0.2051 -0.6548
H -2.6773 -0.5518 -1.0204
H -2.7502 0.6259 -2.4204
H -1.7734 -2.2101 2.2041
O -2.1437 -1.7729 1.3714
H -2.6972 -2.4509 0.9318
H -0.6423 -1.3458 3.9810
O -0.5088 -1.9209 3.2040
H -0.0649 -2.7312 3.5520
C 2.2599 -2.6429 1.5148
H 3.2654 -3.0300 1.3150
H 1.9946 -2.8786 2.5553
H 1.5371 -3.1071 0.8318
C 3.9035 -0.4104 1.9267
H 3.8288 -0.2899 3.0203
H 4.6287 -1.2033 1.6886
H 4.2099 0.5506 1.4855
C -1.5983 3.0743 -1.4768
H -2.4031 3.4179 -2.1356
H -1.2728 3.9001 -0.8348
H -0.7436 2.7411 -2.0692
C -3.9385 2.1509 -0.3681
H -4.0862 2.8959 0.4276
H -4.2509 2.5908 -1.3218
H -4.5480 1.2699 -0.1313
O -0.0403 3.7596 1.2855
N 0.0347 3.0616 2.3132
O 0.4970 3.4344 3.3862
O -0.4199 1.7820 2.2211
*
```

Values from the calculation:
HOMO (alpha / beta): -14.882 / -14.880 eV
Gap between HOMO and LUMO (alpha / beta): 8.014 / 6.395 eV

=====

Entry 7:
ORCA calculation (ωB97M-V/def2-TZVPD) on 11 unconnected molecules or ions with the total composition C31H59F3N6O23S2 at a distorted geometry.

ORCA input file:
```
! wB97M-V def2-TZVPD RIJCOSX def2/J DEFGRID3
* xyz 0 1
C -0.9611 1.2801 12.7105
C 0.3627 0.9223 12.2732
O 1.0985 0.2437 12.9524
N 0.6849 1.3693 11.1066
C 1.8991 1.2478 10.3157
H -1.6082 1.7678 11.9814
H -0.8507 1.6488 13.7303
H -1.5374 0.3707 12.8805
H -0.1318 1.8858 10.8128
H 1.7730 1.2967 9.2341
H 2.4942 0.3537 10.5015
H 2.6358 2.0209 10.5337
C -7.8689 0.3963 -9.4719
C -6.7535 -0.2506 -8.5646
O -5.8969 0.5438 -8.0978
N -6.8186 -1.5520 -8.3859
C -5.6671 -2.3643 -7.8862
H -8.4961 -0.3985 -9.8756
H -7.4481 1.0118 -10.2671
H -8.5849 0.9856 -8.8992
H -7.5728 -2.2091 -8.5258
H -5.5794 -3.4176 -8.1529
H -5.8512 -2.2820 -6.8150
H -4.7280 -1.9038 -8.1927
C 0.8085 0.2447 1.1025
C -0.5976 0.0540 0.8063
O -1.3707 -0.7379 1.2931
N -1.1340 0.6930 -0.2048
C -2.5273 0.7841 -0.6214
H 1.3004 -0.7139 1.2676
H 0.8810 0.9311 1.9461
H 1.3852 0.6228 0.2584
H -0.4582 1.1384 -0.8090
H -3.0595 1.4720 0.0355
H -3.1044 -0.1115 -0.3914
H -2.5170 0.9224 -1.7026
C 8.3381 -2.8770 4.7128
C 9.2678 -1.8072 4.2758
O 8.9103 -0.6304 4.2722
N 10.4394 -2.1116 3.7438
C 11.5168 -1.1340 3.3192
H 7.2664 -2.6906 4.6443
H 8.6250 -3.2834 5.6826
H 8.5968 -3.7396 4.0987
H 10.6172 -3.1058 3.7514
H 12.4462 -1.5598 3.6973
H 11.4820 -0.0787 3.5898
H 11.7617 -1.2233 2.2608
C -9.3976 -6.7727 -1.8699
C -8.6220 -6.0347 -0.8040
O -7.5858 -6.5258 -0.4558
N -9.1334 -4.8804 -0.4049
C -8.6873 -3.9751 0.6290
H -8.6404 -7.1588 -2.5523
H -10.0666 -6.2360 -2.5425
H -10.0604 -7.4710 -1.3590
H -10.1184 -4.7708 -0.5995
H -8.5947 -3.0280 0.0976
H -7.7241 -4.2794 1.0387
H -9.3464 -3.9715 1.4972
C 2.6292 0.0585 -9.3685
C 1.5608 0.8084 -8.4408
O 1.5924 0.7029 -7.2330
N 0.5340 1.4691 -9.0999
C 0.4279 1.9317 -10.4401
H 2.0691 -0.0926 -10.2913
H 2.9761 -0.9357 -9.0871
H 3.5714 0.5921 -9.4934
H -0.2117 1.6418 -8.4410
H 1.3200 1.6475 -10.9981
H 0.1289 2.9696 -10.2936
H -0.3051 1.3933 -11.0408
C 0.1502 -6.9643 -0.9929
C -0.6258 -6.9500 -2.2948
O -0.3167 -8.2114 -2.8288
C 0.5620 -8.8522 -2.1425
O 1.1545 -9.7994 -2.5654
O 0.9927 -8.0696 -1.1840
F -0.2305 -5.9688 -3.1944
H -0.5980 -7.1648 -0.2260
H 0.7343 -6.0609 -0.8175
H -1.6967 -6.7831 -2.1781
C 7.7234 3.7629 -3.5830
C 8.1359 4.9277 -2.6405
O 9.3487 5.4504 -3.2210
C 9.7061 4.7503 -4.3084
O 10.7552 4.8902 -4.9083
O 8.7946 3.7918 -4.5661
F 8.3229 4.4865 -1.4582
H 6.8053 4.0176 -4.1124
H 7.5280 2.8379 -3.0406
H 7.4580 5.7811 -2.6564
C -3.6140 -5.7984 8.0741
C -2.3359 -6.1340 7.2554
O -2.3349 -7.4996 7.3742
C -3.0660 -7.9452 8.3927
O -3.2350 -9.1716 8.6816
O -3.5669 -6.9282 9.0382
F -1.2155 -5.7071 7.8261
H -4.3647 -6.0112 7.3130
H -3.6391 -4.8186 8.5509
H -2.4996 -5.8638 6.2122
C -1.9114 8.6216 -3.7182
C -2.0447 7.3719 -4.6175
O -0.7245 7.2959 -5.1201
S 0.4293 7.5898 -3.9900
O 1.6360 8.2481 -4.5216
O 0.6313 6.4360 -3.1693
O -0.6592 8.6731 -3.3081
H -2.5164 8.5644 -2.8133
H -2.1511 9.6257 -4.0681
H -2.6492 7.4601 -5.5203
H -2.3723 6.5027 -4.0472
C 2.4936 7.5530 4.7291
C 1.5549 6.8532 3.7945
O 0.4706 6.3579 4.5295
S 0.3797 6.9709 6.0669
O -0.2507 5.9560 6.9579
O -0.2401 8.3156 5.9143
O 2.0535 7.0912 5.9652
H 2.3585 8.6282 4.6109
H 3.5456 7.2690 4.7543
H 2.1279 6.0088 3.4115
H 1.2227 7.5049 2.9864
*
```

Values from the calculation:
HOMO: -9.392 eV
Gap between HOMO and LUMO: 9.383 eV
SMILES string: O=C1OC[C@@H](F)O1.O=C1OC[C@@H](F)O1.O=C1OC[C@@H](F)O1.O=S1(=O)OCCO1.O=S1(=O)OCCO1.CNC(C)=O.CNC(C)=O.CNC(C)=O.CNC(C)=O.CNC(C)=O.CNC(C)=O

=====

Entry 8:
ORCA calculation (ωB97M-V/def2-TZVPD) on a molecular structure, C37H34BrI2N2O7Tc at a distorted geometry.

ORCA input file:
```
! wB97M-V def2-TZVPD RIJCOSX def2/J DEFGRID3
* xyz 1 2
Tc -0.3759 -0.9039 -1.9799
C 4.8070 -2.0323 -3.6143
C 3.4188 -2.5563 -3.4775
C 3.1086 -3.8880 -3.7538
C 1.8085 -4.3287 -3.5958
C 0.8554 -3.4328 -3.1384
Br -0.8969 -4.0382 -2.7756
N 1.1193 -2.1448 -2.8837
C 2.3811 -1.7308 -3.0692
H 5.5131 -2.8518 -3.7100
H 5.0818 -1.4234 -2.7562
H 4.8851 -1.4056 -4.5019
H 3.8838 -4.5732 -4.0601
H 1.5347 -5.3528 -3.7913
H 2.5731 -0.6861 -2.8617
C -0.0455 1.0263 4.2571
C -0.5853 1.5879 2.9430
C -1.1939 2.9729 3.1540
O 0.4546 1.6741 1.9770
C 0.1264 0.9532 0.8320
C -1.1670 0.2015 1.1783
O -1.5562 0.6898 2.4219
C -2.2977 0.3688 0.0883
O -1.7708 -0.0486 -1.0855
C -2.7553 1.8280 0.0327
C -2.3067 2.6614 -0.9838
C -2.6884 3.9923 -0.9994
C -3.5257 4.4906 -0.0157
C -3.9844 3.6532 0.9893
C -3.6034 2.3223 1.0137
C -3.5336 -0.4837 0.4490
C -4.5963 -0.4864 -0.4463
C -5.7464 -1.2007 -0.1551
C -5.8368 -1.9097 1.0316
C -4.7745 -1.9159 1.9158
C -3.6198 -1.2051 1.6296
C 1.2866 -0.0219 0.4298
O 0.8459 -0.7301 -0.6543
C 1.6209 -0.9904 1.5672
C 1.1864 -2.3092 1.5093
C 1.5112 -3.1929 2.5240
C 2.2727 -2.7706 3.6012
C 2.7090 -1.4579 3.6583
C 2.3918 -0.5712 2.6429
C 2.5536 0.7500 0.0677
C 3.6468 0.0022 -0.3522
C 4.8265 0.6318 -0.7042
C 4.9264 2.0125 -0.6350
C 3.8387 2.7550 -0.2141
C 2.6490 2.1329 0.1305
H 0.7668 1.6524 4.6102
H 0.3155 0.0120 4.1131
H -0.8450 1.0183 4.9898
H -0.4636 3.6047 3.6479
H -2.0769 2.8870 3.7778
H -1.4682 3.4154 2.2006
H -0.0333 1.6344 -0.0227
H -0.9729 -0.8820 1.2353
H -1.6821 2.2633 -1.7693
H -2.3308 4.6390 -1.7864
H -3.8175 5.5300 -0.0264
H -4.6379 4.0283 1.7616
H -3.9584 1.6701 1.7951
H -4.5287 0.0836 -1.3619
H -6.5754 -1.1940 -0.8470
H -6.7377 -2.4486 1.2772
H -4.8362 -2.4683 2.8414
H -2.8208 -1.1981 2.3497
H 0.6058 -2.6542 0.6598
H 1.1799 -4.2185 2.4622
H 2.5273 -3.4624 4.3893
H 3.3122 -1.1224 4.4874
H 2.7415 0.4469 2.6834
H 3.5709 -1.0766 -0.3769
H 5.6790 0.0468 -1.0181
H 5.8536 2.5009 -0.8954
H 3.9078 3.8292 -0.1476
H 1.8311 2.7303 0.4931
O -1.5691 0.9242 -3.8530
N -1.9951 -0.1560 -4.1983
O -2.8089 -0.3599 -5.0323
O -1.4551 -1.1835 -3.5709
I 1.0557 1.3822 -5.6301
I 1.3103 2.0614 -3.0676
*
```

Values from the calculation:
HOMO (alpha / beta): -11.188 / -11.185 eV
Gap between HOMO and LUMO (alpha / beta): 5.325 / 5.762 eV

=====

Entry 9:
ORCA calculation (ωB97M-V/def2-TZVPD) on 2 unconnected molecules or ions with the total composition C6H10O at a distorted geometry.

ORCA input file:
```
! wB97M-V def2-TZVPD RIJCOSX def2/J DEFGRID3
* xyz 0 1
C -3.3429 0.9229 -0.2389
C -4.0221 -0.1762 -0.6155
C -1.2025 -0.1005 0.5086
C -2.1129 0.9139 0.5345
C 1.1398 -0.9716 0.4941
C 0.2421 0.0635 0.4801
H -3.8718 1.8539 -0.4445
H -4.8648 -0.0918 -1.3120
H -3.6315 -1.1867 -0.7202
H -1.5360 -1.1390 0.2857
H -1.6637 1.8850 0.7266
H 0.9200 -1.7359 -0.2440
H 2.1996 -0.8292 0.7103
H 0.7524 1.0198 0.3529
H 7.2466 -0.3876 0.5216
H 7.1523 0.1613 -0.8775
O 6.5954 -0.2018 -0.1618
*
```

Values from the calculation:
HOMO: -7.872 eV
Gap between HOMO and LUMO: 7.739 eV
SMILES string: C=C/C=C/C=C.O

=====

Entry 10:
ORCA calculation (ωB97M-V/def2-TZVPD) on a molecular structure, C14H29Ba2F12Hg2NO31S7 at a distorted geometry.

ORCA input file:
```
! wB97M-V def2-TZVPD RIJCOSX def2/J DEFGRID3
* xyz -2 1
Ba -1.6537 -2.6406 3.2592
Ba 2.1166 -3.8937 -0.6959
Hg -1.3538 -2.4092 -1.5205
Hg 1.6772 0.8100 1.9789
S -0.0916 -0.6184 0.2679
O -0.1667 -0.6182 1.7233
O -1.4304 -0.5141 -0.3176
O 0.8016 0.4849 -0.0407
O 0.4185 -1.8385 -0.1999
S 1.2798 -2.7832 -3.8353
O 0.4928 -2.9326 -2.6236
O 0.6481 -3.4478 -4.9573
O 1.4415 -1.3721 -4.1133
O 2.5540 -3.3737 -3.4946
S -1.3772 -4.4828 0.6605
O -0.5502 -4.6185 1.7941
O -0.5916 -4.6429 -0.5514
O -2.4915 -5.3544 0.8053
O -1.8361 -3.0536 0.5320
C 5.6695 -1.1149 0.8098
F 6.1521 -0.0780 1.3377
F 6.6219 -1.7293 0.1053
F 5.1843 -1.8583 1.7582
S 4.1444 -0.5259 -0.2722
O 3.4753 -1.7400 -0.7370
O 3.3094 0.3740 0.5918
O 4.6782 0.2796 -1.4348
C -1.3253 2.1133 5.3990
F -0.5156 2.8602 6.1373
F -2.5259 1.8986 6.0374
F -1.5720 2.8349 4.2376
S -0.4252 0.4372 4.9990
O 0.3882 -0.0321 6.0980
O -1.4907 -0.4822 4.7007
O 0.4125 0.8218 3.8441
C -3.3065 1.0810 -3.7963
F -4.5037 0.4813 -3.4549
F -3.5811 1.8960 -4.8143
F -2.8360 1.7348 -2.7118
S -2.0423 -0.2458 -4.3550
O -1.7801 -0.9402 -3.0717
O -2.6349 -0.9277 -5.4317
O -0.8266 0.4497 -4.8323
C 3.5913 -3.3863 4.2251
F 3.6012 -2.6733 5.3689
F 4.8957 -3.5636 3.8291
F 2.9794 -4.5607 4.5323
S 2.4063 -2.4025 3.0404
O 2.7214 -0.9803 2.9410
O 2.6487 -3.0266 1.7531
O 1.0503 -2.6655 3.5446
C 0.3452 2.5023 -2.5061
C 0.0061 3.0870 -3.8489
O 0.8286 2.5789 -4.8351
O 0.4245 1.0536 -2.5149
H -0.5397 2.7663 -1.9269
H 1.3512 2.7313 -2.1544
H 0.0726 4.1748 -3.8669
H -1.0086 2.8356 -4.1573
H 0.9768 3.0800 -5.6405
H 0.5901 0.9132 -1.5797
C -3.9897 -3.4287 -1.6716
C -3.9201 -3.5826 -3.2138
O -2.5685 -3.7110 -3.5200
O -3.6547 -2.1245 -1.2677
H -3.3278 -4.1974 -1.2729
H -4.9313 -3.5721 -1.1416
H -4.5228 -2.9109 -3.8250
H -4.0993 -4.5976 -3.5685
H -2.4066 -3.7074 -4.4663
H -3.9393 -1.9996 -0.3594
C -3.0756 1.3641 2.0263
C -4.0331 0.1701 2.0396
O -3.3595 -0.9702 1.7182
O -2.6171 1.9043 0.7948
H -2.1879 1.1211 2.6102
H -3.5304 2.1779 2.5911
H -4.7797 0.3526 1.2667
H -4.5093 0.1335 3.0194
H -3.0165 -0.8410 0.8309
H -2.2758 1.2860 0.1445
C 0.0073 4.4816 0.4193
C 1.1349 3.5602 0.7644
C 2.5179 4.1394 0.7220
O 3.5801 3.2846 0.9883
C 4.6129 3.1781 -0.0101
N 0.7326 3.0643 2.0463
H -1.0316 4.1960 0.5840
H 0.0592 4.6474 -0.6568
H 0.1203 5.4911 0.8146
H 1.0918 2.7257 0.0645
H 2.6998 4.8102 1.5617
H 2.5539 4.7183 -0.2009
H 4.1238 3.2596 -0.9808
H 5.0075 2.1693 0.1118
H 5.3113 4.0139 0.0313
H -0.2644 2.9687 2.1764
H 0.9895 3.6724 2.8107
*
```

Values from the calculation:
HOMO: -1.573 eV
Gap between HOMO and LUMO: 4.071 eV

=====

no.,energy (eV)
1,-8773.3568
2,-7859.8554
3,-10716.7472
4,-7835.1285
5,-11286.2330
6,-75088.8709
7,-118952.7093
8,-144665.5031
9,-8428.0438
10,-198148.9445